Version w
DFT (wB97M-V/def2-TZVPD) results for C22H31N7OSSc as an isolated structure.

Geometry as ORCA input:
```
! RIJCOSX wB97M-V def2-TZVPD def2/J DEFGRID3
* xyz 3 1
Sc 0.3453 0.2466 0.7253
C -0.2739 -1.0239 3.7899
N 0.4152 0.1761 3.2605
C 1.8148 0.3196 3.7200
C 2.7697 0.2916 2.5631
N 2.3960 0.4780 1.2908
C 3.5852 0.4751 0.5525
C 3.8196 0.6818 -0.8050
C 5.1306 0.6202 -1.2367
C 6.1849 0.3421 -0.3593
C 5.9727 0.1509 0.9906
C 4.6602 0.2441 1.4328
N 4.0936 0.1443 2.6858
C -0.8481 -1.8367 2.6694
N -0.8313 -1.4119 1.4026
C -1.5398 -2.3732 0.6827
C -1.8898 -2.4024 -0.6623
C -2.6288 -3.4832 -1.0959
C -3.0001 -4.5129 -0.2235
C -2.6673 -4.4936 1.1167
C -1.9413 -3.3961 1.5609
N -1.4776 -3.0112 2.8031
H -1.0854 -0.7318 4.4690
H 0.4181 -1.6474 4.3678
H -0.1069 0.9920 3.5910
H 2.0795 -0.4784 4.4239
H 1.9499 1.2693 4.2534
H 3.0126 0.9132 -1.4913
H 5.3654 0.7969 -2.2749
H 7.1879 0.2769 -0.7500
H 6.7833 -0.0588 1.6690
H 4.6184 0.0030 3.5384
H -1.6014 -1.5901 -1.3229
H -2.9233 -3.5389 -2.1317
H -3.5684 -5.3397 -0.6165
H -2.9586 -5.2854 1.7878
H -1.6100 -3.5399 3.6551
C -0.2168 3.7193 -1.9279
N -1.3689 2.8816 -2.2092
C -1.6609 2.7036 -3.6237
C -2.0115 2.2552 -1.2241
S -1.1965 2.1550 0.3345
N -3.2415 1.7700 -1.3138
C -4.2542 2.2594 -2.2375
C -3.7564 0.8733 -0.2975
H -0.1027 4.4379 -2.7371
H 0.7039 3.1255 -1.8404
H -0.3599 4.2769 -1.0027
H -0.7158 2.6716 -4.1676
H -2.2365 3.5367 -4.0267
H -2.1980 1.7760 -3.8029
H -3.9702 3.2089 -2.6789
H -5.1751 2.4184 -1.6757
H -4.4614 1.5313 -3.0235
H -2.9812 0.1684 0.0255
H -4.5898 0.3127 -0.7154
H -4.1095 1.4350 0.5701
C 1.2178 -1.2948 -2.0768
O 0.5650 -0.1386 -1.4772
H 1.9274 -0.9759 -2.8430
H 0.4746 -1.9572 -2.5327
H 1.7475 -1.8319 -1.2858
H 0.3226 0.4173 -2.2417
*
```

- HOMO (eV) = -16.935
- LUMO level (eV) = -9.2090

Version x
DFT (wB97M-V/def2-TZVPD) results for C22H31N7OSSc as an isolated structure.

Geometry as ORCA input:
```
! RIJCOSX wB97M-V def2-TZVPD def2/J DEFGRID3
* xyz 3 1
Sc -0.5907 -0.0619 -0.0565
C -0.7850 1.8973 2.4879
N 0.0560 0.7495 2.0456
C 0.1716 -0.3307 3.0645
C -0.4945 -1.5686 2.5551
N -0.7909 -1.7409 1.2671
C -1.2801 -3.0592 1.1569
C -1.6827 -3.8028 0.0517
C -2.1089 -5.0960 0.2785
C -2.1362 -5.6470 1.5684
C -1.7202 -4.9265 2.6690
C -1.2861 -3.6302 2.4289
N -0.7803 -2.6447 3.2786
C -1.6006 2.3999 1.3393
N -1.6473 1.7859 0.1580
C -2.4855 2.5725 -0.6547
C -2.8604 2.4311 -1.9882
C -3.7015 3.3926 -2.5145
C -4.1599 4.4697 -1.7406
C -3.7835 4.6260 -0.4224
C -2.9346 3.6573 0.0966
N -2.3430 3.5022 1.3523
H -0.1653 2.7038 2.8825
H -1.4488 1.5810 3.2929
H 0.9934 1.1143 1.8937
H -0.2628 -0.0220 4.0150
H 1.2235 -0.5486 3.2567
H -1.6386 -3.4039 -0.9521
H -2.4198 -5.7108 -0.5554
H -2.4794 -6.6641 1.6990
H -1.7244 -5.3545 3.6628
H -0.6347 -2.7489 4.2733
H -2.5000 1.6127 -2.5981
H -4.0139 3.3177 -3.5474
H -4.8205 5.1961 -2.1940
H -4.1313 5.4597 0.1733
H -2.4586 4.1316 2.1347
C 1.8860 -1.9431 -3.1779
N 1.5219 -0.6074 -3.6699
C 1.0684 -0.5936 -5.0687
C 1.5454 0.4767 -2.8999
S 1.5685 0.2617 -1.1405
N 1.6479 1.7005 -3.4018
C 2.3927 1.9896 -4.6411
C 1.3397 2.9006 -2.6196
H 2.3584 -2.4859 -3.9937
H 1.0039 -2.5007 -2.8587
H 2.5899 -1.8816 -2.3555
H 0.4412 -1.4707 -5.2225
H 1.9009 -0.6568 -5.7678
H 0.4841 0.2973 -5.2788
H 3.0073 1.1464 -4.9318
H 3.0527 2.8314 -4.4383
H 1.7273 2.2666 -5.4575
H 0.5108 2.7241 -1.9421
H 1.0578 3.6919 -3.3111
H 2.2107 3.2276 -2.0499
C -3.3886 -0.9665 -1.3731
O -1.9329 -0.7692 -1.5032
H -3.6493 -1.9618 -1.7190
H -3.9064 -0.2073 -1.9524
H -3.6308 -0.8655 -0.3196
H -1.6775 -0.9766 -2.4106
*
```

- HOMO (eV) = -16.907
- LUMO level (eV) = -8.7914

Least stable of them? version w.

Version w
DFT (wB97M-V/def2-TZVPD) results for a 2-piece molecular cluster, C3H12N2O overall.

Geometry as ORCA input:
```
! RIJCOSX wB97M-V def2-TZVPD def2/J DEFGRID3
* xyz 0 1
N -0.1218 1.6918 2.2351
C 0.7025 1.5891 1.0184
C 0.2890 0.4098 0.0755
C 1.1938 -0.8137 0.2072
N 0.5518 -1.9753 -0.4542
H -0.6568 2.5421 2.2901
H -0.7902 0.9347 2.2492
H 1.7633 1.6054 1.2470
H 0.5374 2.5020 0.4403
H -0.7480 0.0730 0.2354
H 0.1484 0.9209 -0.9186
H 1.1576 -1.1009 1.2570
H 2.2354 -0.5247 -0.1238
H 0.8881 -2.1627 -1.4208
H 0.7564 -2.8686 -0.0121
O -2.1014 -0.7495 -2.4867
H -2.9052 -0.2422 -2.6470
H -1.6639 -0.7495 -3.3443
*
```

- HOMO (eV) = -8.805
- SMILES string = NCCCN.O
- LUMO level (eV) = 0.8558

Version x
DFT (wB97M-V/def2-TZVPD) results for a 2-piece molecular cluster, C3H12N2O overall.

Geometry as ORCA input:
```
! RIJCOSX wB97M-V def2-TZVPD def2/J DEFGRID3
* xyz 0 1
N 0.9747 1.2769 1.1746
C -0.0092 0.4315 0.5175
C -0.0930 -0.9218 1.1428
C -0.6485 -2.0349 0.2448
N -1.0880 -3.2265 1.0655
H 0.6466 1.3468 2.1356
H 0.8689 2.2154 0.8026
H 0.2610 0.3503 -0.5434
H -1.0658 0.8528 0.4330
H 0.8618 -1.3606 1.4807
H -0.6649 -0.9182 2.0961
H 0.1406 -2.3794 -0.4143
H -1.4933 -1.7121 -0.3992
H -0.4617 -3.9911 0.8396
H -0.8482 -2.9504 2.0115
O 0.8508 3.9687 -4.0877
H 0.6088 4.7376 -3.5775
H 1.1594 4.3151 -4.9221
*
```

- HOMO (eV) = -9.351
- SMILES string = NCCCN.O
- LUMO level (eV) = 0.8506

Version y
DFT (wB97M-V/def2-TZVPD) results for a 3-piece molecular cluster, C3H12N2O overall.

Geometry as ORCA input:
```
! RIJCOSX wB97M-V def2-TZVPD def2/J DEFGRID3
* xyz 0 1
C 2.5458 -0.0292 0.4784
C 2.7956 0.6094 1.6643
H 2.2925 -1.1166 0.4447
H 2.5797 0.5590 -0.4861
H 3.2880 0.0972 2.5714
H 2.5294 1.6173 1.7567
N -2.1279 1.1443 -1.0369
C -0.8585 0.6055 -1.5380
O 0.1511 -0.0596 -0.6723
H -2.8360 0.4706 -0.7964
H -2.0037 1.6881 -0.1830
H -1.1843 -0.1354 -2.2472
H -0.3162 1.4858 -1.8891
H 0.7064 0.4468 -0.0891
N -1.8933 -1.9021 1.0061
H -1.1354 -1.7237 0.3585
H -2.2759 -2.7684 0.5921
H -1.6015 -1.9541 1.9342
*
```

- HOMO (eV) = -9.495
- SMILES string = C=C.NCO.N
- LUMO level (eV) = 0.9456

Version z
DFT (wB97M-V/def2-TZVPD) results for a 2-piece molecular cluster, C3H12N2O overall.

Geometry as ORCA input:
```
! RIJCOSX wB97M-V def2-TZVPD def2/J DEFGRID3
* xyz 0 1
N 1.3547 1.1987 -0.9016
C 1.0891 1.0240 0.4954
C 0.4952 -0.3253 0.7943
C 0.3505 -0.5703 2.2921
N -0.2968 -1.8257 2.6435
H 2.1354 0.6538 -1.2567
H 1.3870 2.1286 -1.2804
H 1.9978 1.1442 1.0983
H 0.4114 1.8161 0.8279
H 1.1450 -1.1012 0.3717
H -0.4418 -0.4559 0.2530
H 1.3383 -0.5614 2.7546
H -0.2823 0.2245 2.6841
H 0.2057 -2.6783 2.4610
H -1.2090 -1.9024 2.1983
O -3.5982 0.4061 -5.1046
H -3.1219 0.8220 -5.8243
H -2.9600 0.0025 -4.5067
*
```

- HOMO (eV) = -8.800
- SMILES string = NCCCN.O
- LUMO level (eV) = 0.8767

Least stable of them? version y.

Version w
DFT (wB97M-V/def2-TZVPD) results for a 2-piece molecular cluster, C3H12N2O overall.

Geometry as ORCA input:
```
! RIJCOSX wB97M-V def2-TZVPD def2/J DEFGRID3
* xyz 0 1
C -0.0508 -0.8570 1.2516
N -0.0640 -1.4927 -0.0040
C 0.3856 0.5620 0.9511
N 0.5268 1.3423 2.2616
H 0.6818 -1.2552 2.0153
H -1.0186 -0.8000 1.8156
H -0.4434 -2.4266 0.0813
H -0.1118 -0.4566 -1.2674
H -0.3151 1.0920 0.3210
H 1.3653 0.5608 0.4868
H 0.9042 2.2760 2.1115
H -0.3712 1.4159 2.7351
H 1.1588 0.8203 2.8664
C -0.5485 -0.1726 -3.1663
O -0.0602 0.3076 -1.9400
H -0.1538 0.4501 -3.9668
H -0.2398 -1.2107 -3.3421
H -1.6451 -0.1556 -3.2107
*
```

- HOMO (eV) = -5.996
- LUMO level (eV) = -0.5041

Version x
DFT (wB97M-V/def2-TZVPD) results for a 2-piece molecular cluster, C3H12N2O overall.

Geometry as ORCA input:
```
! RIJCOSX wB97M-V def2-TZVPD def2/J DEFGRID3
* xyz 0 1
N -1.4784 1.1133 2.6594
C -0.8387 -0.1755 2.4435
C -0.4617 -0.4046 0.9467
C 0.1141 0.8203 0.2891
N 0.3456 0.6311 -1.1815
H -1.0639 1.7587 3.2987
H -2.4662 1.1724 2.5070
H 0.1188 -0.1087 2.9536
H -1.5471 -0.9290 2.7744
H -1.3037 -0.7722 0.4328
H 0.2997 -1.1927 0.9454
H -0.4831 1.7152 0.4084
H 1.0522 1.0752 0.7654
H -0.0516 -0.2811 -1.4057
H 1.3358 0.4196 -1.2939
O 1.9564 -1.7579 -5.8186
H 1.6342 -1.7022 -4.9092
H 2.8373 -1.3820 -5.8155
*
```

- HOMO (eV) = -8.635
- SMILES string = NCCCN.O
- LUMO level (eV) = 0.7426

Version y
DFT (wB97M-V/def2-TZVPD) results for a 2-piece molecular cluster, C3H12N2O overall.

Geometry as ORCA input:
```
! RIJCOSX wB97M-V def2-TZVPD def2/J DEFGRID3
* xyz 0 1
C -0.6105 0.1567 2.1177
C -1.1832 -0.2450 0.7650
N -0.2724 0.1904 -0.2876
C -0.1628 -0.5760 -1.4602
N 0.5709 -0.0762 -2.6646
H 0.3297 -0.1995 2.2109
H -0.7774 1.1945 2.2916
H -1.1190 -0.4023 3.0637
H -2.1778 0.0526 0.5335
H -1.0351 -1.3352 0.7216
H -0.5485 1.1587 -0.4527
H 0.3819 -1.5525 -0.9784
H -1.0620 -0.9693 -1.8884
H 0.4963 1.0362 -2.8188
H 1.5119 -0.3565 -2.9911
O 2.1823 0.4353 0.8122
H 1.3490 0.0516 0.4256
H 2.1266 1.4365 0.6000
*
```

- HOMO (eV) = -8.949
- SMILES string = CCNCN.O
- LUMO level (eV) = 0.8953

Least stable of them? version w.

Version w
DFT (wB97M-V/def2-TZVPD) results for a 3-piece molecular cluster, C3H12N2O overall.

Geometry as ORCA input:
```
! RIJCOSX wB97M-V def2-TZVPD def2/J DEFGRID3
* xyz 0 1
C 5.7293 2.6075 -3.0487
C 5.3448 1.8347 -2.0369
H 6.4936 2.2438 -3.7292
H 5.2747 3.5434 -3.3535
H 5.5583 0.7754 -2.1408
H 4.8314 2.1662 -1.1446
N -2.5120 -2.1086 1.4786
C -1.8096 -1.0105 2.1134
O -2.5803 -0.3940 3.1116
H -1.8959 -2.5228 0.7852
H -3.2269 -1.6593 0.9133
H -0.7937 -1.2400 2.4543
H -1.5883 -0.2352 1.3607
H -2.8801 -1.1062 3.6976
N -2.8729 -0.4248 -1.5587
H -2.4999 -1.3021 -1.9239
H -3.8095 -0.6776 -1.2799
H -2.7035 0.1813 -2.3475
*
```

- HOMO (eV) = -9.590
- SMILES string = C=C.NCO.N
- LUMO level (eV) = 0.8399

Version x
DFT (wB97M-V/def2-TZVPD) results for a 2-piece molecular cluster, C3H12N2O overall.

Geometry as ORCA input:
```
! RIJCOSX wB97M-V def2-TZVPD def2/J DEFGRID3
* xyz 0 1
C 2.0940 -1.7402 0.7752
C 1.2062 -0.3718 0.9533
N 0.1310 -0.1824 0.0308
C -0.8046 0.8204 0.4178
N -0.9609 1.9924 -0.4444
H 1.4903 -2.6069 0.5397
H 2.7070 -1.5657 -0.1052
H 2.7651 -1.9680 1.6451
H 1.7697 0.6479 0.9454
H 0.5795 -0.5662 1.8763
H 0.3416 -0.4401 -0.9630
H -1.7840 0.3223 0.5525
H -0.5578 1.1049 1.4952
H -0.7910 1.7650 -1.3677
H -0.9364 2.9336 -0.0399
O -2.4360 0.0920 -2.4565
H -2.7324 -0.7672 -2.1802
H -2.0811 0.5301 -1.6745
*
```

- HOMO (eV) = -8.434
- SMILES string = CCNCN.O
- LUMO level (eV) = 1.0371

Least stable of them? version w.

Version w
DFT (wB97M-V/def2-TZVPD) results for a 2-piece molecular cluster, C3H12N2O overall.

Geometry as ORCA input:
```
! RIJCOSX wB97M-V def2-TZVPD def2/J DEFGRID3
* xyz 0 1
C 1.0098 1.9353 0.5225
N 1.5014 0.6089 0.0814
C 0.6885 -0.5383 0.4907
C 0.3939 -1.4922 -0.6362
N -0.6436 -2.4863 -0.3913
H 0.9229 2.6083 -0.3171
H 0.0334 1.8705 1.0062
H 1.6852 2.2985 1.2994
H 1.6269 0.6729 -0.9202
H -0.2980 -0.2546 0.8735
H 1.2187 -0.9520 1.3569
H 1.2636 -1.9602 -1.0911
H 0.1256 -0.9291 -1.5388
H -1.4812 -1.9498 -0.2026
H -0.4572 -3.0321 0.4360
O -2.2533 1.3672 -0.1393
H -2.9530 0.8748 0.2595
H -2.3834 1.3581 -1.0896
*
```

- HOMO (eV) = -8.387
- SMILES string = CNCCN.O
- LUMO level (eV) = 0.6055

Version x
DFT (wB97M-V/def2-TZVPD) results for a 2-piece molecular cluster, C3H12N2O overall.

Geometry as ORCA input:
```
! RIJCOSX wB97M-V def2-TZVPD def2/J DEFGRID3
* xyz 0 1
C -1.2663 0.4460 -1.8948
N -0.6301 -0.5314 -1.0549
C -0.9024 -0.3997 0.3724
C 0.3803 -0.2910 1.1955
N 0.1817 -0.8352 2.5267
H -2.3688 0.4784 -1.7974
H -0.9941 1.4789 -1.6536
H -1.0494 0.2680 -2.9340
H -0.7799 -1.4600 -1.3924
H -1.5385 -1.2125 0.7125
H -1.4542 0.5099 0.5703
H 0.6927 0.7527 1.2392
H 1.2213 -0.7965 0.6937
H 0.9111 -0.6084 3.1752
H -0.1601 -1.7789 2.5473
O 1.9410 1.4554 -0.8958
H 1.6172 0.5447 -0.9610
H 1.9333 1.7546 -1.8106
*
```

- HOMO (eV) = -8.790
- SMILES string = CNCCN.O
- LUMO level (eV) = 1.0055

Version y
DFT (wB97M-V/def2-TZVPD) results for a 2-piece molecular cluster, C3H12N2O overall.

Geometry as ORCA input:
```
! RIJCOSX wB97M-V def2-TZVPD def2/J DEFGRID3
* xyz 0 1
N -1.5551 1.9195 1.0727
C -1.1999 0.4889 0.9468
C -0.7536 -0.0708 -0.4407
C 0.1506 0.8050 -1.2142
N 1.0621 -0.0908 -2.1250
H -2.0674 2.0446 0.1540
H -0.6619 2.4733 0.9730
H -0.4000 0.1750 1.8549
H -2.0472 -0.1260 1.1564
H -1.6259 -0.3072 -1.0258
H -0.4677 -1.1692 -0.2290
H -0.4653 1.3665 -1.9611
H 0.8100 1.4883 -0.5723
H 1.8031 -0.4471 -1.5412
H 1.5758 0.5539 -2.6712
O 2.2123 -3.1477 1.6128
H 2.0999 -3.6224 2.4553
H 1.5303 -2.3338 1.5548
*
```

- HOMO (eV) = -9.651
- SMILES string = NCCCN.O
- LUMO level (eV) = 0.6321

Least stable of them? version y.